Molecular formula: C30H34IrNO7S2
Method: DFT, ωB97M-V with the def2-TZVPD basis set

Summary:
E = -2645.49061 Ha
2S+1 = 6
LUMO energy (alpha / beta) = 0.06431 / 0.05003 Ha
orbital gap (alpha / beta) = 3.23 / 5.36 eV
net charge = -1

CARTESIAN COORDINATES (ANGSTROEM)
C1 0.2425 -0.6605 -4.8306
C2 -0.0426 -1.4036 -3.5160
C3 -0.1594 0.8101 -4.5783
C4 -1.0074 0.8182 -3.2831
H1 -0.7611 1.1344 -5.4309
H2 0.7371 1.4348 -4.5315
C5 -1.2055 -0.6391 -2.8900
H3 0.8501 -1.3000 -2.8926
H4 -0.2163 -2.4793 -3.6592
C6 -1.2774 -0.6856 -1.3789
H5 -2.1227 -1.0365 -3.3458
H6 -1.9774 1.2860 -3.4970
C7 -0.4680 1.5171 -1.9935
C8 1.6766 -0.8663 -5.3026
C9 -0.4979 -1.3063 -6.0124
O1 -0.9947 -0.6869 -6.9361
O2 2.6492 -0.9864 -4.5667
O3 1.7815 -0.9439 -6.6414
O4 -0.5000 -2.6509 -5.9568
C10 -1.0681 -3.3006 -7.1043
H7 -0.9125 -4.3632 -6.9210
H8 -0.5538 -2.9748 -8.0158
H9 -2.1377 -3.0715 -7.1728
C11 3.1115 -1.1893 -7.1096
H10 3.8003 -0.4209 -6.7321
H11 3.0486 -1.1612 -8.2004
H12 3.4542 -2.1745 -6.7629
O5 -0.6474 0.4662 -0.7979
H13 -0.7960 -1.5809 -0.9484
H14 -2.3463 -0.6046 -1.1227
C12 -1.3605 2.6954 -1.6181
C13 0.9942 1.9134 -2.0445
H15 1.1370 2.7076 -2.7929
H16 1.6264 1.0542 -2.2970
H17 1.3232 2.3081 -1.0746
H18 -1.0182 3.1828 -0.6892
H19 -2.4016 2.3582 -1.4902
H20 -1.3298 3.4366 -2.4336
Ir1 -0.3727 0.1816 1.6880
C14 -2.1312 -0.3602 3.6705
C15 -2.4661 -0.0955 2.2813
C16 -1.9602 -1.2227 1.5041
H21 -3.1397 0.6559 1.8781
C17 -1.1806 -2.0332 2.4126
C18 -1.3180 -1.5029 3.7295
H22 -0.8990 -1.9538 4.6285
H23 -2.5204 0.2037 4.5097
H24 -2.3421 -1.5324 0.5389
H25 -0.6901 -2.9596 2.1155
C19 2.1734 0.6488 2.3340
C20 2.1863 -0.5688 3.0445
C21 1.5760 -1.5730 2.2674
H26 2.6497 -0.7256 4.0104
C22 1.2603 -1.0210 0.9592
C23 1.6338 0.4069 1.0046
H27 1.7906 1.0251 0.1256
H28 2.5152 1.6203 2.6744
H29 1.4315 -2.6086 2.5712
H30 1.0389 -1.5635 0.0383
O6 2.9941 2.6485 6.6018
S1 2.2473 1.4690 6.2345
O7 2.8527 0.1727 6.4206
N1 1.5870 1.6185 4.7195
C24 0.2819 1.7093 4.6660
S2 -0.4383 1.9468 3.0906
C25 -0.3491 1.6525 5.9998
C26 -1.6836 1.6822 6.4312
C27 -1.9816 1.4958 7.7881
C28 -0.9527 1.3457 8.7323
C29 0.3857 1.3394 8.3216
C30 0.6514 1.4940 6.9670
H31 -2.4669 1.8464 5.6921
H32 -3.0228 1.4661 8.1165
H33 -1.1872 1.2418 9.7910
H34 1.2166 1.2135 9.0131

Atoms 1-6, force components in eV/Å:
-0.07 -1.21 -0.68
0.70 0.12 0.21
0.08 -0.05 -0.18
-0.13 0.35 0.46
0.16 0.10 0.10
-0.21 -0.03 0.08